# 1
{
  "formula": "C3H10NO6",
  "method": "the ωB97M-V functional and the def2-TZVPD basis",
  "elements": ["O", "O", "O", "O", "O", "O", "N", "C", "C", "C", "H", "H", "H", "H", "H", "H", "H", "H", "H", "H"],
  "xyz": [[1.023, 0.905, 0.124], [-0.126, 3.680, -0.081], [2.221, -0.344, -2.258], [1.079, -3.610, -0.587], [-1.096, 1.442, 0.577], [-3.723, 1.032, 1.304], [-0.476, -0.715, 0.738], [1.061, -2.396, -0.495], [-0.158, 0.622, 0.407], [0.508, -1.762, 0.786], [2.013, -0.384, -3.211], [1.359, -1.382, 1.384], [0.149, -2.646, 1.362], [-1.450, -0.966, 0.762], [1.491, -1.771, -1.304], [-3.076, 1.013, 2.016], [0.395, 2.877, -0.239], [1.621, 0.333, -1.894], [-3.049, 1.175, 0.612], [-1.004, 3.284, 0.055]],
  "forces_ev_per_a": [[0.330, -0.303, -0.717], [-0.077, 0.723, -0.550], [-0.105, 0.503, -1.256], [0.051, 0.122, -0.083], [-0.839, -0.747, -0.407], [0.351, -0.047, -0.246], [0.317, -0.223, -0.662], [-0.152, -0.142, 0.162], [-0.472, 0.104, 1.287], [0.447, -0.594, 0.837], [0.163, 0.084, 0.655], [-0.039, -0.085, -0.497], [-0.157, 0.652, -0.294], [0.040, 0.138, 0.000], [-0.407, -0.166, 0.551], [-0.157, -0.012, 0.472], [0.039, 0.071, 0.314], [0.229, -0.099, 0.440], [-0.164, 0.039, -0.145], [0.603, -0.016, 0.138]],
  "mulliken_charge": [-0.826, -0.702, -0.680, -0.543, -0.886, -0.669, -0.111, 0.058, 0.598, -0.594, 0.307, 0.237, 0.348, 0.255, 0.455, 0.302, 0.332, 0.348, 0.400, 0.371],
  "charge": -1,
  "e_homo_ev": -5.4,
  "multiplicity": 1,
  "lumo_ha": 0.1215,
  "fmax_ha_per_bohr": 0.0267
}



# 2
{
  "formula": "C55H43N4O2P2SiTi",
  "method": "the ωB97M-V functional and the def2-TZVPD basis",
  "elements": ["Ti", "P", "P", "Si", "O", "O", "N", "N", "N", "N", "C", "C", "C", "C", "C", "C", "C", "C", "C", "C", "C", "C", "C", "C", "C", "C", "C", "C", "C", "C", "C", "C", "C", "C", "C", "C", "C", "C", "C", "C", "C", "C", "C", "C", "C", "C", "C", "C", "C", "C", "C", "C", "C", "C", "C", "C", "C", "C", "C", "C", "C", "C", "C", "C", "C", "H", "H", "H", "H", "H", "H", "H", "H", "H", "H", "H", "H", "H", "H", "H", "H", "H", "H", "H", "H", "H", "H", "H", "H", "H", "H", "H", "H", "H", "H", "H", "H", "H", "H", "H", "H", "H", "H", "H", "H", "H", "H", "H"],
  "xyz": [[0.894, -0.050, 0.781], [0.705, 0.712, -1.727], [-1.450, -0.499, 1.590], [-1.335, 2.425, -0.090], [4.604, -1.387, 0.106], [-0.101, 0.995, 4.557], [1.080, 0.290, 2.697], [2.594, -0.886, 1.144], [-0.045, 1.924, 1.035], [1.196, -1.808, -0.876], [3.441, 0.853, -1.806], [0.520, -2.575, -1.744], [4.717, 0.666, -2.297], [-0.009, -2.716, 2.025], [2.386, -0.376, 4.721], [-4.309, -1.121, 5.161], [-1.640, -3.186, 0.326], [4.900, -0.041, -3.474], [0.517, -3.983, 1.892], [-1.569, -0.571, -2.764], [-0.639, 4.520, -1.955], [-4.844, -0.623, -0.675], [0.165, 5.122, -2.910], [3.525, -1.022, 5.177], [-1.094, -2.291, 1.240], [-3.568, 1.278, -1.395], [-2.772, -0.066, 0.421], [-3.952, 0.150, 4.744], [3.207, -2.811, -1.829], [-0.461, 0.227, -3.051], [-0.025, -4.858, 0.957], [-2.303, -0.461, -5.045], [3.808, -0.562, -4.147], [0.654, 2.507, -2.113], [4.175, -1.562, 2.925], [3.364, -1.363, 0.135], [3.041, -0.915, 2.447], [0.970, 4.001, 1.661], [-0.611, 1.869, 2.397], [1.488, 3.126, -3.042], [2.332, 0.358, -2.492], [1.085, -3.417, -2.670], [1.248, 4.430, -3.433], [-2.609, 1.052, -0.412], [0.125, 1.024, 3.346], [2.554, -1.979, -0.915], [-0.881, 3.180, 2.931], [1.082, 2.813, 1.043], [2.482, -3.536, -2.738], [-1.237, 0.383, -5.333], [-2.574, 3.778, 0.508], [-1.102, -4.459, 0.189], [-3.784, -2.230, 4.522], [2.527, -0.370, -3.659], [-0.331, 0.728, -4.354], [4.411, -1.602, 4.288], [-2.468, -0.926, -3.746], [2.135, -0.306, 3.353], [-2.519, -0.797, 3.062], [-0.409, 3.217, -1.542], [-3.905, -0.869, 0.307], [-4.659, 0.442, -1.550], [-3.073, 0.313, 3.690], [-2.886, -2.072, 3.482], [-0.180, 4.255, 2.477], [-4.369, 1.015, 5.240], [4.285, -2.849, -1.775], [-3.343, 3.943, -0.242], [1.784, 4.714, 1.663], [-5.373, 0.623, -2.340], [1.909, 4.903, -4.150], [5.566, 1.060, -1.759], [-4.080, -3.225, 4.826], [1.996, 2.487, 0.535], [0.485, 1.395, -4.591], [-5.712, -1.261, -0.769], [2.958, -4.173, -3.469], [-0.040, 6.133, -3.240], [3.730, -1.076, 6.238], [0.452, -3.970, -3.348], [1.349, -4.287, 2.513], [-3.076, 3.454, 1.412], [-1.536, 3.269, 3.787], [2.339, 2.593, -3.447], [5.299, -2.097, 4.656], [3.952, -1.127, -5.058], [-1.460, 5.072, -1.524], [-2.475, -2.945, 2.996], [4.855, -2.040, 2.239], [1.682, -0.800, -4.177], [-3.436, 2.118, -2.063], [-2.487, -2.898, -0.284], [5.897, -0.192, -3.860], [-2.997, -0.742, -5.823], [0.385, -5.850, 0.843], [-0.554, -2.504, -1.705], [-2.096, 4.727, 0.720], [-1.115, 0.772, -6.336], [-4.044, -1.686, 1.001], [-1.524, -5.141, -0.538], [1.690, 0.067, 5.411], [0.372, -2.046, 2.792], [-2.783, 1.294, 3.346], [-0.346, 5.247, 2.871], [-3.307, -1.564, -3.503], [-1.720, -0.905, -1.748], [-4.998, -1.249, 5.983], [3.293, 1.395, -0.874]],
  "forces_ev_per_a": [[-1.498, -0.565, -2.299], [0.870, 0.314, -0.890], [-1.225, -1.693, -0.509], [-1.056, 0.979, 0.195], [-0.088, 0.187, 0.204], [-0.109, 0.165, -0.105], [0.056, 0.134, 1.026], [0.529, 0.390, 0.223], [0.043, 0.223, 0.262], [-0.213, 0.671, 0.842], [-0.186, 0.173, -0.115], [-0.401, -0.438, -0.760], [0.037, 0.085, 0.041], [-0.277, 0.073, 0.164], [-0.141, 0.135, 0.133], [-0.084, -0.024, 0.090], [-0.087, 0.102, 0.170], [-0.002, -0.009, -0.114], [0.023, -0.219, -0.074], [0.635, 0.130, 0.122], [-0.188, 0.139, -0.036], [-0.028, 0.038, -0.191], [0.112, 0.048, -0.093], [0.176, -0.025, 0.036], [0.197, 0.088, -0.020], [-0.061, 0.162, 0.022], [-0.037, 0.192, -0.248], [-0.107, 0.036, -0.015], [-0.132, -0.082, -0.140], [-0.658, -0.096, -0.124], [0.078, 0.047, 0.173], [0.093, -0.017, 0.310], [0.119, 0.069, -0.099], [-0.124, 0.248, -0.282], [0.011, -0.085, -0.114], [0.521, -1.415, -1.242], [0.043, 0.117, 1.102], [0.174, -0.333, -0.225], [-0.389, 0.346, 0.658], [0.096, -0.128, 0.262], [0.108, -0.050, 0.139], [-0.737, 0.274, 0.145], [-0.085, 0.223, -0.009], [0.346, -0.147, 0.361], [-0.201, 0.284, 0.227], [1.554, -0.227, 0.462], [0.235, 0.254, 0.080], [0.850, 0.697, -0.331], [0.682, 0.000, 0.088], [-0.180, -0.063, -0.327], [0.621, -0.369, -0.224], [-0.157, -0.051, -0.012], [-0.105, -0.059, 0.079], [-0.230, 0.201, 0.033], [0.138, -0.078, 0.492], [0.070, -0.053, 0.143], [-0.258, -0.121, -0.570], [0.960, -0.472, 0.144], [0.285, 0.343, 0.172], [0.007, -0.775, 0.204], [0.054, 0.120, 0.032], [-0.057, 0.011, 0.091], [0.048, -0.039, 0.093], [0.163, 0.046, -0.108], [-0.447, 0.091, 0.399], [0.004, 0.090, 0.030], [0.052, 0.014, 0.025], [-0.128, -0.101, -0.340], [0.085, -0.078, -0.096], [-0.047, 0.033, -0.065], [-0.029, 0.026, -0.026], [0.047, -0.039, 0.092], [0.030, -0.051, 0.053], [-0.200, 0.140, 0.136], [0.023, -0.008, -0.046], [-0.054, -0.032, -0.005], [0.070, -0.086, -0.034], [-0.001, 0.022, 0.055], [-0.069, 0.047, 0.087], [-0.200, -0.063, 0.009], [0.064, 0.003, 0.017], [-0.047, -0.150, 0.191], [-0.071, 0.052, 0.106], [-0.050, 0.008, -0.058], [0.082, -0.082, 0.041], [0.008, -0.069, -0.023], [-0.097, 0.139, 0.053], [-0.014, -0.019, 0.044], [0.010, 0.093, -0.080], [0.027, -0.050, -0.006], [-0.073, 0.118, -0.143], [0.010, 0.016, -0.047], [0.106, -0.044, -0.039], [-0.080, -0.014, -0.039], [0.062, -0.076, -0.054], [0.042, -0.024, -0.034], [0.115, 0.138, 0.042], [0.016, 0.008, -0.009], [-0.035, -0.074, 0.027], [-0.024, -0.017, -0.042], [-0.061, 0.030, 0.010], [0.143, -0.106, -0.076], [-0.011, 0.086, 0.038], [-0.067, 0.051, 0.053], [-0.033, -0.006, 0.040], [-0.032, -0.078, -0.045], [-0.072, -0.004, 0.073], [0.116, -0.045, -0.060]],
  "mulliken_charge": [-0.938, 2.498, 3.828, -0.340, -0.794, -0.813, 1.379, 1.350, 0.662, 1.038, -0.039, -0.080, -0.768, -0.104, -0.912, -0.659, -1.160, -0.762, -0.308, -0.032, -0.856, -0.935, -0.901, -0.757, 0.084, -0.055, -0.490, -1.083, -0.634, 0.597, -0.894, -1.033, -0.858, 0.177, -1.016, -0.947, 0.134, -0.766, 1.489, -0.853, 0.770, -1.758, -0.944, 0.485, -0.396, 0.628, -1.323, 0.657, -1.345, -0.810, -1.927, -0.526, -0.900, -0.927, -0.384, -0.725, -0.567, 0.326, 0.810, 1.136, -0.322, -1.002, 0.012, -0.458, -1.369, 0.444, 0.593, 0.484, 0.486, 0.422, 0.411, 0.461, 0.444, -0.360, 0.568, 0.435, 0.401, 0.413, 0.392, 0.515, 0.454, 0.297, 0.483, 0.439, 0.396, 0.376, 0.399, 0.412, 0.509, 0.405, 0.476, 0.289, 0.340, 0.402, 0.356, 0.521, 0.514, 0.432, 0.638, 0.350, 0.551, 0.180, 0.023, 0.397, 0.533, -0.311, 0.371, 0.069],
  "charge": -1,
  "e_homo_ev": [-1.9, -4.0],
  "multiplicity": 3,
  "lumo_ha": [0.0858, 0.0856],
  "fmax_ha_per_bohr": 0.0545,
  "s2": 2.021
}



# 3
{
  "formula": "C27H25B2Cl5F4N10O5S2SeSrTe",
  "method": "the ωB97M-V functional and the def2-TZVPD basis",
  "elements": ["Te", "Sr", "Se", "Cl", "Cl", "Cl", "Cl", "Cl", "S", "S", "F", "F", "F", "F", "O", "O", "O", "O", "O", "N", "N", "N", "N", "N", "N", "N", "N", "N", "N", "C", "C", "C", "C", "C", "C", "C", "C", "C", "C", "C", "C", "C", "C", "C", "C", "C", "C", "C", "C", "C", "C", "C", "C", "C", "C", "C", "B", "B", "H", "H", "H", "H", "H", "H", "H", "H", "H", "H", "H", "H", "H", "H", "H", "H", "H", "H", "H", "H", "H", "H", "H", "H", "H"],
  "xyz": [[-2.203, -0.556, -0.806], [0.668, 0.603, -0.540], [-0.555, 4.250, 0.629], [4.467, -3.023, -3.440], [2.825, -4.940, -5.287], [3.054, -0.708, -1.942], [-0.254, -4.527, -5.551], [-1.680, -2.259, -4.009], [-1.975, 3.580, -3.646], [-4.193, 1.465, 1.119], [-0.607, -4.874, 0.278], [-0.131, -3.495, 2.070], [0.622, 3.381, 3.389], [0.399, 1.262, 4.309], [0.181, -0.515, -2.451], [-0.819, 1.902, 2.382], [1.700, 1.597, 2.388], [-2.021, -3.096, 0.708], [0.275, -2.758, -0.154], [-1.205, 1.131, -4.450], [1.463, 0.405, 1.775], [0.870, 5.254, 0.693], [0.901, -1.655, 0.382], [-1.159, 0.639, 1.932], [0.209, 2.946, -0.270], [-2.061, -1.769, 1.042], [-3.377, 2.318, -1.953], [-2.683, 1.340, -2.632], [2.390, 2.405, -0.952], [1.853, 4.563, 0.127], [3.211, 4.961, 0.025], [-5.316, 4.579, -1.750], [2.041, -3.660, -4.442], [0.738, -1.513, -3.063], [3.630, 2.815, -0.999], [2.125, -1.763, -2.968], [-3.795, 4.728, -1.770], [-2.414, 0.411, 4.047], [4.083, 4.082, -0.537], [-5.201, -0.447, -0.219], [-3.131, 3.510, -2.344], [-6.286, 0.168, 0.463], [-5.879, 1.222, 1.225], [3.631, -0.444, 2.580], [2.767, -2.799, -3.629], [-2.358, -2.463, 3.356], [2.528, -3.101, 1.554], [0.667, -3.465, -4.558], [-2.118, -1.455, 2.284], [-1.887, -0.043, 2.724], [2.333, -0.527, 1.849], [1.499, 3.276, -0.392], [0.036, -2.428, -3.881], [-3.999, 0.153, 0.029], [-1.916, 1.853, -3.567], [1.874, -1.812, 1.194], [0.475, 2.026, 3.148], [-0.585, -3.593, 0.747], [-5.303, -1.300, -0.876], [2.300, -3.373, 2.585], [-7.311, -0.162, 0.393], [-5.706, 4.455, -2.760], [3.672, -1.192, 3.373], [-0.465, 1.574, -4.964], [-2.510, -3.448, 2.934], [5.132, 4.324, -0.626], [-3.501, 5.605, -2.347], [-1.503, -2.492, 4.031], [4.463, -0.639, 1.899], [4.343, 2.118, -1.429], [3.526, 5.925, 0.401], [-3.428, 4.872, -0.751], [-2.400, 1.496, 4.084], [-5.778, 5.461, -1.307], [-1.783, 0.043, 4.857], [-3.431, 0.047, 4.196], [-6.481, 1.863, 1.850], [3.611, -3.000, 1.454], [-5.599, 3.704, -1.167], [-3.234, -2.157, 3.931], [2.172, -3.896, 0.905], [3.740, 0.544, 3.018], [-1.099, 0.148, -4.237]],
  "forces_ev_per_a": [[-1.476, -0.306, 0.247], [-0.205, -0.310, 0.113], [-0.178, 0.050, -0.084], [-0.049, 0.005, -0.013], [-0.009, 0.019, 0.018], [0.093, 0.045, -0.116], [0.017, 0.023, 0.029], [0.038, 0.153, 0.000], [-0.043, 0.082, -0.027], [0.036, 0.054, -0.052], [-0.035, 0.003, -0.052], [0.013, -0.006, 0.004], [0.002, -0.009, -0.014], [-0.015, -0.052, 0.013], [-0.059, -0.818, -1.157], [0.034, -0.029, -0.075], [0.207, 0.104, -0.085], [0.033, 0.086, 0.043], [0.257, -0.202, -0.002], [-0.088, -0.064, -0.073], [0.291, -0.297, 0.639], [0.055, 0.004, -0.100], [-0.255, -0.649, 0.488], [0.368, 0.040, 0.219], [0.191, 1.306, 0.150], [0.151, -0.107, -0.200], [-0.008, -0.184, -0.044], [0.190, 0.376, 0.159], [0.286, 0.650, 0.054], [0.176, -0.083, 0.075], [0.042, 0.025, 0.017], [0.032, 0.014, 0.010], [-0.013, -0.032, -0.035], [0.140, -0.043, -0.037], [-0.064, -0.066, -0.070], [0.064, -0.036, 0.038], [-0.035, -0.076, -0.023], [0.001, 0.013, -0.022], [0.034, 0.033, 0.003], [-0.091, 0.061, -0.037], [-0.044, 0.111, 0.038], [0.047, -0.020, -0.031], [0.021, 0.014, -0.019], [-0.027, 0.015, 0.049], [0.074, 0.020, 0.051], [0.015, -0.058, -0.034], [0.087, 0.024, -0.045], [-0.025, -0.012, 0.011], [-0.007, 0.192, 0.015], [-0.128, -0.066, -0.092], [0.024, -0.161, 0.038], [-0.330, 0.454, 0.031], [-0.031, -0.095, -0.027], [0.163, -0.099, -0.101], [-0.054, -0.208, -0.035], [0.006, 0.046, 0.024], [-0.094, -0.028, 0.006], [0.025, 0.100, -0.028], [0.002, -0.001, 0.003], [0.014, 0.007, 0.009], [-0.005, 0.002, 0.008], [-0.006, -0.004, -0.001], [0.010, -0.016, -0.012], [0.026, -0.028, 0.014], [-0.003, -0.003, 0.003], [0.002, -0.022, -0.019], [0.012, 0.014, 0.020], [0.000, 0.005, 0.011], [0.002, -0.018, 0.004], [0.018, 0.008, 0.006], [-0.024, 0.002, 0.015], [0.026, 0.033, 0.008], [0.018, 0.010, 0.001], [-0.003, -0.003, 0.001], [-0.007, -0.011, 0.008], [-0.008, 0.012, -0.014], [-0.020, -0.011, 0.007], [0.002, -0.002, 0.007], [-0.006, -0.008, -0.001], [0.011, 0.019, 0.001], [0.004, 0.011, -0.005], [-0.004, -0.003, 0.000], [0.093, -0.001, 0.072]],
  "mulliken_charge": [0.650, 1.257, 0.385, -0.196, -0.211, -0.059, -0.199, -0.113, -0.232, 0.015, -0.296, -0.303, -0.375, -0.395, -0.197, -0.563, -0.746, -0.758, -0.384, -0.316, 0.375, -0.824, 1.570, 0.796, -0.502, 0.414, -0.196, -0.396, -0.196, 0.313, -0.554, -1.161, 0.475, -1.349, -0.366, 0.853, -0.167, -2.298, -0.866, -0.595, 0.205, -0.576, -0.792, -1.886, -0.167, -2.053, -2.188, -0.160, 1.034, 0.130, 0.343, 1.013, 0.663, 0.742, 0.526, 0.142, 0.922, 0.493, 0.469, 0.287, 0.451, 0.330, 0.390, 0.236, 0.431, 0.410, 0.425, 0.288, 0.368, 0.445, 0.502, 0.055, 0.438, 0.397, 0.334, 0.593, 0.468, 0.573, 0.213, 0.535, 0.328, 0.418, -0.063],
  "charge": 0,
  "e_homo_ev": -8.0,
  "multiplicity": 1,
  "lumo_ha": -0.0688,
  "fmax_ha_per_bohr": 0.0297
}



# 4
{
  "formula": "C3H8S2",
  "method": "the ωB97M-V functional and the def2-TZVPD basis",
  "elements": ["S", "S", "C", "C", "C", "H", "H", "H", "H", "H", "H", "H", "H"],
  "xyz": [[3.634, 0.009, 2.919], [2.650, 0.025, 4.690], [-0.351, -0.723, -1.809], [-1.164, 0.417, -1.277], [-2.436, 0.602, -1.543], [-3.072, 1.414, -1.207], [2.854, -0.554, 1.960], [0.003, -0.504, -2.822], [0.468, -1.066, -1.188], [1.915, 1.125, 4.853], [-2.867, 0.012, -2.354], [-0.668, 0.873, -0.414], [-0.966, -1.631, -1.808]],
  "forces_ev_per_a": [[0.338, -0.491, 0.674], [1.426, -0.662, 0.165], [-0.582, -0.789, -0.592], [0.995, -0.733, 1.957], [-0.721, 0.437, -1.345], [0.311, -0.157, 0.405], [-0.794, 0.759, 0.115], [0.095, -0.282, 0.163], [0.462, 0.633, 0.186], [-0.979, 0.396, -0.961], [-0.073, -0.009, 0.216], [-0.343, 0.719, -0.403], [-0.135, 0.179, -0.582]],
  "mulliken_charge": [0.179, 0.166, -0.943, 0.104, -0.713, 0.272, 0.336, 0.256, 0.258, 0.318, 0.231, 0.226, 0.311],
  "charge": 1,
  "e_homo_ev": [-11.9, -11.9],
  "multiplicity": 2,
  "lumo_ha": [-0.2225, -0.3749],
  "fmax_ha_per_bohr": 0.0450,
  "s2": 0.757
}